This record from the OMol25 dataset describes a molecular structure, C57H56AuN5O4S2. The level of theory is ωB97M-V/def2-TZVPD.

Its charge is 0. The lowest unoccupied orbital energy (spin up / spin down) comes out at -1.05 / -3.17 eV. The calculation puts the calculated total energy at -3712.39719 hartree. Its multiplicity is 3. The expectation value of S² is 2.027.

Structure (XYZ):
```
125
Properties=species:S:1:pos:R:3:forces:R:3:mulliken_spin:R:1
Au 0.581761 -0.252800 -0.475670 -0.15 0.24 0.27 0.4416
C 4.322721 -2.733972 1.233498 -0.01 -0.02 0.05 0.0032
C 3.553062 -1.533178 1.782258 0.05 -0.01 -0.05 0.0028
C 4.478029 -0.622005 2.595160 -0.03 0.03 -0.01 0.0127
C 2.352188 -1.937666 2.607243 0.09 -0.01 0.04 0.0444
C 2.425156 -3.002552 3.494916 0.00 -0.01 -0.01 -0.0271
C 1.339511 -3.349830 4.283267 0.00 0.00 -0.02 0.0422
C 0.160580 -2.631108 4.189326 -0.01 0.02 0.00 -0.0270
C 0.040821 -1.554352 3.317144 -0.07 -0.05 0.03 0.0517
C -1.274340 -0.808029 3.237902 0.02 0.05 -0.03 0.0007
C -2.380441 -1.725794 2.716046 -0.02 -0.01 0.00 0.0073
C -1.669931 -0.202212 4.585963 0.00 0.00 -0.03 0.0016
C 1.153721 -1.209974 2.535334 -0.02 -0.05 -0.07 -0.1238
N 1.087947 -0.128386 1.633127 -0.06 0.02 -0.17 0.5421
C 1.329661 1.126649 1.966702 0.09 0.09 0.08 0.2044
C 1.326132 2.140509 0.972387 0.08 0.07 0.05 0.2442
N 1.065786 1.834201 -0.287661 -0.02 -0.16 -0.11 0.5241
C 1.126051 2.814267 -1.310248 0.06 0.05 -0.01 -0.0854
C 2.292232 2.948639 -2.086889 0.00 0.03 0.04 0.0465
C 2.341363 3.987044 -3.011501 -0.02 -0.01 0.00 -0.0222
C 1.281764 4.858977 -3.186231 0.00 0.01 -0.01 0.0316
C 0.134325 4.695451 -2.433559 0.00 -0.01 -0.03 -0.0223
C 0.033425 3.679431 -1.491871 0.00 0.00 -0.01 0.0338
C -1.255086 3.539509 -0.711605 -0.01 -0.02 0.04 -0.0061
C -2.399020 3.158304 -1.654257 0.00 -0.01 0.02 0.0057
C -1.599017 4.807950 0.071069 0.00 -0.01 0.01 0.0001
C 3.495551 2.020584 -2.059252 0.04 0.03 -0.02 0.0062
C 3.250217 0.856849 -3.022173 0.02 -0.02 0.04 -0.0140
C 3.983039 1.526449 -0.696739 0.02 0.03 -0.01 -0.0155
C 1.737880 3.407159 1.598809 -0.01 -0.06 0.04 0.0069
C 1.979633 4.683535 1.168365 0.00 0.02 0.02 0.0153
C 2.402225 5.647638 2.122093 0.00 0.00 0.01 -0.0088
C 2.589584 5.343875 3.445900 0.00 -0.01 -0.01 0.0296
C 2.369970 4.019916 3.911797 -0.01 0.01 0.00 -0.0236
C 2.561308 3.528817 5.230806 0.01 0.00 0.00 0.0311
C 2.348112 2.203416 5.510288 0.00 0.00 -0.01 -0.0102
C 1.930265 1.272928 4.522540 -0.06 0.03 0.04 0.0150
C 1.717250 1.728611 3.250722 -0.03 0.07 -0.06 0.0364
C 1.944333 3.098277 2.967277 0.03 0.02 0.00 -0.0119
H 5.018773 -2.405203 0.461612 0.01 0.01 -0.03 0.0001
H 3.653915 -3.479912 0.799011 0.00 0.04 -0.02 -0.0018
H 4.909666 -3.227281 2.010268 0.01 -0.01 0.03 0.0007
H 3.188866 -0.960057 0.930702 0.01 -0.08 0.02 0.0145
H 4.795668 -1.117645 3.515253 0.02 -0.01 0.01 -0.0001
H 3.983690 0.312370 2.868275 0.03 -0.05 0.00 -0.0006
H 5.369578 -0.376671 2.016658 0.03 0.02 -0.03 0.0008
H 3.343201 -3.569208 3.572406 0.03 -0.02 0.00 0.0007
H 1.410851 -4.185792 4.966784 0.00 0.00 0.01 0.0017
H -0.684799 -2.910369 4.805368 -0.01 -0.01 0.01 0.0007
H -1.149250 0.014233 2.531363 0.00 -0.01 -0.02 0.0045
H -2.546687 -2.560801 3.399103 0.00 -0.01 0.01 0.0003
H -2.129361 -2.134676 1.736151 0.00 0.03 -0.03 -0.0022
H -3.321068 -1.182755 2.621539 -0.03 0.01 0.00 0.0003
H -1.858485 -0.979416 5.327531 0.00 -0.02 0.02 0.0004
H -2.585479 0.381659 4.480856 -0.02 0.00 0.00 0.0005
H -0.891976 0.455179 4.972286 0.05 0.03 0.01 -0.0011
H 3.238640 4.108918 -3.605920 0.02 0.00 -0.01 0.0005
H 1.349338 5.659464 -3.910516 0.00 0.02 -0.01 0.0015
H -0.699443 5.370840 -2.575690 -0.02 0.01 -0.01 0.0010
H -1.121969 2.735430 0.011658 0.00 0.01 -0.01 0.0162
H -2.557761 3.935702 -2.402853 -0.01 0.02 -0.01 0.0000
H -3.330733 3.034816 -1.100971 -0.03 -0.01 0.02 0.0001
H -2.190053 2.225961 -2.180756 0.01 -0.02 -0.01 -0.0006
H -1.803072 5.643819 -0.599432 0.00 0.02 -0.02 0.0004
H -0.788438 5.098322 0.739502 0.02 0.00 0.01 -0.0013
H -2.493934 4.644937 0.673305 -0.02 0.00 0.01 0.0007
H 4.313584 2.614480 -2.479974 -0.03 -0.01 0.01 0.0015
H 2.428808 0.232930 -2.669774 -0.04 -0.01 0.03 0.0114
H 4.134031 0.220669 -3.095517 0.03 -0.02 0.01 -0.0001
H 2.997841 1.220000 -4.019013 0.01 0.00 -0.03 0.0001
H 3.375840 0.707515 -0.316093 -0.04 -0.01 0.00 0.0015
H 3.994180 2.326743 0.044909 0.01 0.01 0.01 -0.0006
H 5.003742 1.153205 -0.800887 0.01 -0.01 0.00 0.0006
H 1.860094 4.974904 0.133260 0.00 -0.01 -0.02 0.0008
H 2.584782 6.658326 1.781674 0.00 0.01 0.00 -0.0004
H 2.916622 6.109485 4.137753 0.01 0.02 0.01 0.0029
H 2.887771 4.202603 6.012506 0.01 0.01 0.02 0.0028
H 2.509681 1.844046 6.517674 0.00 0.00 0.02 -0.0003
H 1.794753 0.233576 4.790294 -0.01 -0.04 0.00 0.0005
O 2.268865 -1.781693 -1.126599 -0.01 -0.15 0.13 0.0026
S 2.261517 -3.053199 -1.946429 -0.02 0.11 0.01 0.0019
C 1.986882 -2.548908 -3.632369 0.02 -0.07 0.04 -0.0115
C 0.918483 -1.722638 -3.951170 0.02 -0.03 -0.05 0.0006
C 0.774809 -1.271877 -5.248627 -0.01 0.00 -0.01 0.0019
C 1.697552 -1.653623 -6.218531 -0.02 0.01 0.00 0.0000
C 2.763519 -2.474805 -5.892128 0.02 -0.02 0.01 0.0001
C 2.918617 -2.923239 -4.585243 -0.02 -0.02 -0.01 -0.0005
C 0.692437 -3.835757 -1.591645 0.06 -0.03 -0.23 -0.0029
C 0.111012 -4.681704 -2.530025 -0.09 0.11 -0.02 -0.0009
C -1.094357 -5.290339 -2.227896 -0.04 -0.03 0.00 0.0016
C -1.699744 -5.070888 -0.995028 -0.04 -0.04 0.00 -0.0007
C -1.091080 -4.256858 -0.054693 0.07 -0.02 -0.01 0.0063
C 0.117398 -3.635722 -0.348190 0.08 -0.06 0.17 0.0033
H 0.214315 -1.436223 -3.183955 -0.13 0.06 0.07 0.0009
H -0.055568 -0.630579 -5.510616 -0.01 0.01 0.00 0.0001
H 1.579974 -1.304270 -7.235049 0.00 0.01 -0.02 0.0000
H 3.477748 -2.765519 -6.649888 0.01 0.00 -0.01 0.0000
H 3.753225 -3.555650 -4.311321 0.02 -0.01 0.01 0.0001
H 0.573121 -4.833048 -3.497242 0.00 -0.01 0.00 0.0001
H -1.571125 -5.928240 -2.958868 -0.02 -0.01 -0.01 0.0000
H -2.646054 -5.542808 -0.769728 -0.04 0.00 -0.01 0.0000
H -1.546644 -4.104919 0.913644 -0.01 -0.02 0.02 0.0000
H 0.619548 -3.036869 0.401672 0.01 0.10 0.01 -0.0144
O -6.932022 -4.152709 -3.150784 0.01 -0.07 -0.04 0.0000
S -8.175322 -3.492734 -2.805664 0.02 0.11 0.06 0.0000
O -8.819077 -2.782074 -3.892521 -0.02 -0.04 -0.06 0.0000
O -9.052323 -4.242744 -1.933641 -0.03 -0.07 -0.01 0.0000
C -7.638694 -2.111790 -1.746888 -0.03 -0.03 0.00 -0.0004
N -8.576221 -1.385379 -1.130565 -0.10 0.06 0.03 0.0009
C -8.157582 -0.376415 -0.389874 -0.01 0.01 0.02 -0.0002
C -6.812165 -0.057130 -0.226247 0.03 -0.13 -0.12 0.0010
C -5.924599 -0.874858 -0.904463 0.06 0.02 0.06 0.0014
N -6.338413 -1.888589 -1.658355 0.20 0.11 0.07 0.0006
C -4.441913 -0.724399 -0.849918 -0.07 -0.03 -0.05 -0.0007
C -3.656536 -1.566592 -1.637558 -0.02 0.05 0.05 -0.0024
C -2.286364 -1.459731 -1.575584 0.05 -0.08 0.06 0.0061
N -1.652156 -0.579298 -0.786515 0.00 -0.04 -0.15 -0.0431
C -2.405961 0.228391 -0.032823 -0.07 -0.03 -0.04 -0.0120
C -3.784613 0.192150 -0.037514 -0.03 -0.02 0.03 -0.0029
H -8.924950 0.210261 0.105337 0.00 0.01 0.00 0.0000
H -6.507056 0.776582 0.387726 0.01 0.03 0.03 0.0001
H -4.141581 -2.300318 -2.267459 -0.01 -0.01 -0.02 -0.0002
H -1.664823 -2.130252 -2.151302 0.09 -0.03 -0.08 -0.0013
H -1.874445 0.920986 0.603381 0.01 0.04 0.03 0.0225
H -4.326857 0.868599 0.608590 -0.01 0.01 0.00 0.0003
```
Forces are in eV/Å.